1.
{
  "formula": "C12H15N",
  "method": "ωB97M-V/def2-TZVPD",
  "homo_energy_ha": -0.30508,
  "e_above_lowest_kcal_mol": 143.7,
  "smiles": "C=C=C1C=CC=NC=C1C(C)(C)C",
  "max_force_ev_per_a": 4.774,
  "symbols": ["C", "C", "C", "C", "C", "C", "N", "C", "C", "C", "C", "C", "C", "H", "H", "H", "H", "H", "H", "H", "H", "H", "H", "H", "H", "H", "H", "H"],
  "coordinates": [[-2.065, -2.335, -0.786], [-1.571, -1.131, -0.745], [-0.936, 0.001, -0.787], [-1.545, 1.242, -1.194], [-2.611, 1.676, -0.465], [-2.909, 0.977, 0.754], [-1.977, 0.450, 1.460], [-0.598, 0.354, 1.396], [0.070, 0.117, 0.276], [1.578, -0.068, 0.139], [1.873, -0.414, -1.328], [2.098, -1.165, 0.997], [2.217, 1.281, 0.544], [-2.868, -2.670, -0.027], [-1.845, -3.163, -1.599], [-1.201, 1.719, -2.098], [-3.331, 2.477, -0.631], [-3.944, 0.957, 1.031], [-0.110, 0.435, 2.441], [1.964, -1.401, -1.421], [1.127, -0.048, -1.898], [2.886, -0.044, -1.579], [1.591, -2.135, 0.937], [1.973, -0.773, 1.966], [3.085, -1.274, 0.798], [3.095, 1.624, -0.058], [2.476, 1.234, 1.648], [1.480, 2.077, 0.231]],
  "forces_ev_per_angstrom": [[-1.391, -2.231, -0.176], [-0.041, -1.538, -1.795], [0.192, -1.234, -0.031], [-1.644, 1.392, -0.351], [0.405, -0.159, -0.521], [2.186, -0.204, -0.274], [-1.226, -0.360, 2.265], [-0.249, 1.112, 2.505], [0.876, -0.062, 0.305], [-0.712, 0.662, -1.548], [2.950, 2.819, 2.478], [-2.595, -0.217, 0.679], [-0.063, 1.088, -0.266], [1.443, 0.695, -1.150], [-0.181, 2.085, 1.654], [0.001, 0.328, -0.122], [0.670, 0.214, -0.776], [-0.406, -0.281, 0.756], [-0.707, -0.157, -1.825], [-0.144, -4.195, -0.567], [-1.989, 1.262, -2.477], [-0.640, 0.205, -0.188], [-0.063, 0.316, -0.274], [0.094, -0.157, 1.730], [3.243, -0.538, -0.460], [-0.181, -0.966, 0.623], [-0.478, 0.684, -1.316], [0.651, -0.563, 1.124]],
  "nbo_charge": [-0.51, 0.16, -0.22, -0.14, -0.26, 0.09, -0.43, -0.02, 0.01, -0.08, -0.58, -0.58, -0.61, 0.23, 0.23, 0.22, 0.22, 0.18, 0.21, 0.20, 0.20, 0.20, 0.22, 0.20, 0.20, 0.21, 0.21, 0.22]
}

2.
{
  "formula": "C12H15N2O2S",
  "method": "ωB97M-V/def2-TZVPD",
  "homo_energy_ha": -0.48562,
  "e_above_lowest_kcal_mol": 0.0,
  "total_charge": 1,
  "smiles": "CCO[C@@H]1CO[C@@H](N=C=S)[N@H+]1c1ccccc1",
  "max_force_ev_per_a": 2.665,
  "symbols": ["C", "C", "O", "C", "C", "O", "C", "N", "C", "S", "N", "C", "C", "C", "C", "C", "C", "H", "H", "H", "H", "H", "H", "H", "H", "H", "H", "H", "H", "H", "H", "H"],
  "coordinates": [[-2.483, -1.986, 1.010], [-1.344, -2.759, 0.384], [-0.049, -2.213, 0.686], [0.405, -1.298, -0.225], [1.368, -1.713, -1.370], [2.269, -0.602, -1.512], [2.390, -0.054, -0.257], [3.135, 1.171, -0.173], [3.829, 1.294, 0.826], [4.687, 1.496, 2.081], [1.031, -0.034, 0.387], [0.117, 1.101, 0.056], [0.277, 1.821, -1.113], [-0.630, 2.839, -1.386], [-1.663, 3.092, -0.488], [-1.798, 2.374, 0.692], [-0.894, 1.357, 0.973], [-3.357, -2.634, 1.001], [-2.759, -1.092, 0.457], [-2.267, -1.769, 2.051], [-1.494, -2.883, -0.688], [-1.341, -3.758, 0.806], [-0.474, -0.935, -0.748], [0.760, -1.645, -2.262], [1.865, -2.668, -1.245], [2.943, -0.815, 0.314], [1.150, -0.079, 1.399], [1.078, 1.606, -1.802], [-0.536, 3.411, -2.293], [-2.369, 3.873, -0.728], [-2.594, 2.550, 1.396], [-0.957, 0.768, 1.876]],
  "forces_ev_per_angstrom": [[-0.063, -0.197, -0.188], [-0.611, -0.341, 0.333], [1.253, 0.079, 0.195], [-1.481, -0.375, -0.730], [-0.164, 1.028, 0.182], [-0.589, 0.674, -0.113], [2.349, -1.052, 0.690], [-0.956, -0.635, -0.381], [0.055, 0.499, -0.101], [0.263, 0.064, 0.253], [-0.842, 0.193, -1.085], [0.301, 0.395, 0.590], [-0.041, 0.024, -0.080], [-0.158, -0.428, 0.582], [-0.057, 0.279, -0.223], [0.317, -0.461, -0.072], [0.345, 0.084, -0.378], [-0.140, -0.036, -0.025], [0.142, 0.241, 0.077], [0.050, 0.178, 0.112], [0.224, 0.125, -0.156], [0.248, -0.124, 0.072], [-0.058, 0.480, 0.024], [0.135, -0.709, -0.337], [0.167, -0.087, 0.162], [-0.281, 0.043, 0.496], [-0.150, -0.323, 0.070], [0.088, -0.019, -0.050], [0.012, 0.109, -0.119], [-0.083, 0.064, 0.072], [-0.148, 0.241, -0.021], [-0.124, -0.011, 0.150]],
  "nbo_charge": [-0.65, -0.07, -0.52, 0.26, -0.13, -0.48, 0.40, -0.52, 0.20, 0.24, -0.42, 0.19, -0.27, -0.16, -0.18, -0.18, -0.26, 0.24, 0.21, 0.22, 0.18, 0.21, 0.20, 0.23, 0.22, 0.17, 0.46, 0.25, 0.24, 0.24, 0.24, 0.23]
}

3.
{
  "formula": "C12H15N3O4",
  "method": "ωB97M-V/def2-TZVPD",
  "homo_energy_ha": -0.31976,
  "e_above_lowest_kcal_mol": 59.0,
  "smiles": "O=[N+]([O-])c1ccc(N2CCCCCC2)c([N+](=O)[O-])c1",
  "max_force_ev_per_a": 1.439,
  "symbols": ["O", "N", "O", "C", "C", "C", "C", "N", "C", "C", "C", "C", "C", "C", "C", "N", "O", "O", "C", "H", "H", "H", "H", "H", "H", "H", "H", "H", "H", "H", "H", "H", "H", "H"],
  "coordinates": [[-4.635, -0.694, 0.020], [-4.098, 0.393, 0.093], [-4.688, 1.450, 0.205], [-2.671, 0.436, 0.042], [-1.999, 1.659, 0.118], [-0.635, 1.708, 0.027], [0.154, 0.542, -0.149], [1.476, 0.624, -0.410], [2.146, 1.911, -0.274], [3.670, 1.834, -0.321], [4.277, 0.997, 0.804], [3.629, -0.380, 0.949], [3.340, -1.060, -0.387], [2.196, -0.380, -1.170], [-0.557, -0.689, -0.086], [0.093, -1.963, 0.097], [0.996, -2.008, 0.906], [-0.347, -2.917, -0.507], [-1.938, -0.737, -0.039], [-2.579, 2.562, 0.227], [-0.162, 2.673, 0.059], [1.812, 2.588, -1.073], [1.859, 2.339, 0.691], [4.042, 2.858, -0.240], [4.005, 1.454, -1.285], [5.343, 0.880, 0.599], [4.183, 1.532, 1.751], [4.294, -1.022, 1.528], [2.696, -0.306, 1.507], [4.243, -1.070, -1.000], [3.069, -2.094, -0.178], [2.594, 0.120, -2.060], [1.492, -1.127, -1.539], [-2.443, -1.692, -0.029]],
  "forces_ev_per_angstrom": [[-0.166, -0.187, -0.012], [-0.538, -0.030, 0.039], [-0.167, 0.146, 0.016], [1.436, 0.093, -0.019], [-0.437, -0.296, 0.000], [0.194, -0.122, 0.009], [-0.318, -0.206, -0.025], [0.109, 0.069, 0.151], [0.126, 0.332, -0.091], [-0.111, -0.066, 0.264], [-0.085, -0.060, -0.057], [0.181, -0.053, -0.087], [-0.042, -0.051, 0.223], [0.161, -0.307, -0.204], [-0.613, 0.950, -0.073], [0.024, -0.314, 0.075], [0.224, -0.054, 0.187], [-0.002, -0.282, -0.165], [-0.213, 0.101, -0.014], [0.011, 0.052, -0.003], [0.084, 0.066, -0.057], [-0.058, 0.043, 0.107], [-0.034, 0.067, -0.074], [-0.035, -0.004, -0.112], [0.012, 0.045, -0.076], [0.045, 0.026, 0.057], [0.075, 0.059, 0.029], [-0.023, -0.031, 0.073], [0.033, -0.025, 0.037], [0.048, -0.020, -0.073], [0.074, -0.002, -0.128], [-0.087, -0.098, 0.024], [0.056, 0.145, -0.031], [0.035, 0.010, 0.008]],
  "nbo_charge": [-0.38, 0.53, -0.39, -0.05, -0.13, -0.28, 0.25, -0.39, -0.21, -0.41, -0.40, -0.40, -0.42, -0.21, 0.01, 0.51, -0.38, -0.37, -0.14, 0.25, 0.23, 0.19, 0.20, 0.22, 0.20, 0.21, 0.20, 0.22, 0.22, 0.20, 0.23, 0.20, 0.21, 0.27]
}